# 1
This record from the OMol25 dataset describes C5H10O2 in the gas phase. The level of theory is wB97M-V/def2-TZVPD.

Computed properties:
- largest force on an atom (eV/Å) = 0.50
- structure (SMILES) = COC[C@@H](C)C=O
- ΔE to the lowest compared entry with this formula, charge and spin (kcal per mole) = 40.72
- net charge = 0

Geometry as XYZ:
```
17
Properties=species:S:1:pos:R:3:forces:R:3:nbo_charge:R:1
H 2.829 -1.365 0.071 -0.0334 0.1431 0.0418 0.166
O -1.975 2.289 0.036 0.4272 -0.2628 0.0002 -0.523
H 3.506 0.286 0.158 -0.1084 -0.1119 0.0449 0.197
H -2.981 0.065 -0.777 0.1176 -0.0911 0.0581 0.237
H -2.123 -1.493 -0.817 0.0199 0.1461 0.0534 0.210
H 2.547 -0.360 1.520 0.0035 0.0172 -0.1565 0.166
C -0.938 1.670 -0.028 -0.2998 0.1773 -0.0062 0.446
H 0.020 2.135 0.277 -0.1064 -0.0153 -0.0402 0.124
H 0.193 -0.529 1.215 0.0267 0.0314 -0.1301 0.163
H -2.374 -0.643 0.721 0.0317 0.0234 -0.1468 0.209
C 0.336 -0.478 0.120 -0.2020 -0.1057 0.0554 -0.050
H -0.603 0.321 -1.605 -0.0336 0.0250 0.1197 0.234
C 2.649 -0.338 0.423 0.2649 -0.0916 0.1047 -0.247
C -2.156 -0.506 -0.345 -0.0595 -0.0484 -0.0070 -0.607
C -0.840 0.240 -0.533 -0.0172 -0.0120 0.0028 -0.356
O 1.516 0.223 -0.188 -0.0202 0.0274 -0.0457 -0.542
H 0.394 -1.516 -0.249 -0.0112 0.1480 0.0515 0.173
```
Positions in Å, forces in eV/Å.

---

# 2
This record from the OMol25 dataset describes C5H10O2 in the gas phase. The level of theory is wB97M-V/def2-TZVPD.

Computed properties:
- largest force on an atom (eV/Å) = 0.97
- structure (SMILES) = C[C@@H]1OC[C@H](C)O1
- ΔE to the lowest compared entry with this formula, charge and spin (kcal per mole) = 32.38
- net charge = 0

Geometry as XYZ:
```
17
Properties=species:S:1:pos:R:3:forces:R:3:nbo_charge:R:1
H -1.755 -1.436 0.327 0.1209 0.1240 0.0109 0.137
C 0.700 -0.549 1.287 0.2996 0.0485 -0.0686 -0.098
H -2.592 0.196 -1.400 0.0498 0.0168 0.1143 0.220
O -0.600 0.007 1.262 -0.0011 0.0790 -0.0251 -0.528
O -0.194 -0.786 -0.835 0.0216 0.0174 -0.0503 -0.534
H 1.956 0.649 -1.685 -0.0260 0.0945 -0.0469 0.219
H -2.980 0.753 0.244 0.1147 -0.0632 -0.0460 0.218
C 1.062 -0.633 -0.188 0.3716 0.2034 -0.0172 0.070
C -2.166 0.547 -0.457 -0.0236 0.0342 -0.0195 -0.635
H 1.116 1.548 -0.402 0.0267 -0.3273 -0.0481 0.214
C 1.755 0.678 -0.614 -0.0494 -0.0822 -0.1965 -0.637
H -1.607 1.469 -0.637 -0.0801 -0.1035 0.0039 0.216
H 1.690 -1.501 -0.420 -0.1124 0.1534 -0.0110 0.186
C -1.224 -0.494 0.101 -0.2835 0.0219 -0.1264 0.376
H 0.714 -1.492 1.860 0.1220 0.2416 -0.3067 0.176
H 2.714 0.860 -0.100 -0.3065 -0.3587 -0.0974 0.207
H 1.410 0.186 1.658 -0.2442 -0.0997 0.9304 0.192
```
Positions in Å, forces in eV/Å.

---

# 3
This record from the OMol25 dataset describes a molecular structure, C5H10O2 at a distorted geometry. The level of theory is wB97M-V/def2-TZVPD.

Computed properties:
- largest force on an atom (eV/Å) = 1.81
- ΔE to the lowest compared entry with this formula, charge and spin (kcal per mole) = 91.35
- net charge = 0

Geometry as XYZ:
```
17
Properties=species:S:1:pos:R:3:forces:R:3:nbo_charge:R:1
H 1.683 -1.222 -0.192 0.3013 0.1016 -0.7858 0.244
H -0.206 1.542 -1.191 -0.0360 0.0133 0.0439 0.499
C 1.998 -0.517 0.562 -1.5768 0.4163 -0.0011 -0.568
H -0.152 -0.947 1.389 -0.6042 -0.3223 0.4166 0.190
H -0.489 -0.865 -1.182 0.0101 0.0445 -0.0264 0.151
C 2.301 0.837 0.136 -0.3445 0.6219 -0.5020 0.405
H -2.791 0.150 0.583 0.2093 -0.1058 -0.0741 0.213
O -1.075 1.117 -1.155 0.3532 -0.0049 0.2164 -0.730
H -0.149 0.870 1.312 0.6394 -0.5884 -0.0641 0.219
O 1.422 1.575 -0.277 1.0386 0.7392 -0.5469 -0.597
C 0.017 -0.082 0.781 0.7765 -0.7108 0.3643 -0.269
H 2.867 -0.999 1.108 -1.6874 0.5231 0.3769 0.232
H -2.324 -1.557 0.342 0.0269 0.1269 -0.0322 0.203
C -2.322 -0.560 -0.109 0.1637 -0.0464 0.0946 -0.612
C -0.898 -0.111 -0.492 0.3485 -0.5708 0.3493 0.060
H -2.946 -0.590 -1.012 0.2597 0.0302 0.1707 0.226
H 3.308 1.269 0.263 0.1217 -0.2675 -0.0001 0.133
```
Positions in Å, forces in eV/Å.

---

# 4
This record from the OMol25 dataset describes 3 unconnected molecules or ions with the total composition C5H10O2 at a distorted geometry. The level of theory is wB97M-V/def2-TZVPD.

Computed properties:
- largest force on an atom (eV/Å) = 3.27
- ΔE to the lowest compared entry with this formula, charge and spin (kcal per mole) = 149.73
- net charge = 0

Geometry as XYZ:
```
17
Properties=species:S:1:pos:R:3:forces:R:3:nbo_charge:R:1
H 1.397 -0.213 -1.646 -0.5716 -0.7136 -0.4197 0.207
H -1.542 1.635 -3.303 0.0064 -0.0282 -0.1475 0.225
C -0.493 0.840 -1.657 -1.7122 0.1543 0.7930 -0.344
H -1.193 1.308 -0.965 0.0742 -0.2078 0.0231 0.240
C 0.241 -0.546 3.216 0.5683 -0.1424 -0.3408 0.611
H -0.842 -1.747 0.008 -0.6017 -0.3067 -0.0714 -0.017
H 0.031 0.809 0.816 -0.1178 -0.5164 0.5669 0.282
H 0.015 0.633 -3.665 -0.3906 -0.0632 -0.2650 0.206
H 0.733 -0.853 0.812 -0.2808 0.0449 0.3360 0.346
H -1.487 -2.009 -0.281 0.3688 0.1313 0.0407 0.020
H 1.737 0.555 0.766 0.3602 -0.2849 -0.5926 0.328
C 0.787 0.168 0.374 -1.4677 0.5098 -0.6838 -0.770
C 0.535 0.102 -1.054 2.8292 1.4503 0.7550 0.247
O -0.638 -1.158 2.564 -0.1997 -0.1861 -0.4422 -0.749
O 0.591 0.639 3.080 0.0413 0.2830 0.2404 -0.755
C -0.719 1.024 -2.965 1.1842 -0.2442 -0.1084 -0.112
H 0.846 -1.187 3.899 -0.0905 0.1199 0.3162 0.034
```
Positions in Å, forces in eV/Å.

---

# 5
This record from the OMol25 dataset describes C5H10O2 in the gas phase. The level of theory is wB97M-V/def2-TZVPD.

Computed properties:
- largest force on an atom (eV/Å) = 0.57
- structure (SMILES) = CCO[C@@H](C)C=O
- ΔE to the lowest compared entry with this formula, charge and spin (kcal per mole) = 45.09
- net charge = 0

Geometry as XYZ:
```
17
Properties=species:S:1:pos:R:3:forces:R:3:nbo_charge:R:1
O 0.330 0.389 0.691 0.2913 0.0490 -0.0900 -0.533
H 1.761 -1.195 -1.500 -0.2513 0.2133 0.3684 0.217
H -1.532 2.132 1.552 0.1528 -0.3195 -0.2172 0.231
C 1.079 -0.853 0.632 -0.2002 0.1399 0.3655 -0.075
H -2.793 1.636 0.424 0.2391 -0.1194 -0.0064 0.218
H 0.373 -1.696 0.663 0.2187 0.1478 -0.1209 0.185
C -1.705 1.723 0.548 0.0766 -0.2053 -0.1888 -0.625
H -0.615 0.721 -1.797 -0.0978 -0.1377 -0.0510 0.107
C -1.046 0.344 0.337 -0.3927 0.0487 -0.2592 0.002
H 2.840 -0.189 -0.496 -0.2898 -0.0293 0.0604 0.214
C -0.993 -0.085 -1.129 -0.0560 -0.0495 -0.0561 0.425
H -1.628 -0.407 0.898 0.4535 -0.0139 0.0232 0.178
H 1.654 -0.853 1.561 -0.1999 -0.0759 0.0827 0.186
O -1.173 -1.210 -1.527 -0.0923 0.5255 0.1952 -0.518
C 2.120 -1.016 -0.477 0.0486 -0.0723 -0.1375 -0.640
H 2.693 -1.909 -0.199 -0.0437 0.0903 -0.0696 0.216
H -1.365 2.468 -0.181 0.1432 -0.1916 0.1015 0.212
```
Positions in Å, forces in eV/Å.

---

# 6
This record from the OMol25 dataset describes 2 unconnected molecules or ions with the total composition C5H10O2. The level of theory is wB97M-V/def2-TZVPD.

Computed properties:
- largest force on an atom (eV/Å) = 0.49
- structure (SMILES) = C=COCC.C=O
- ΔE to the lowest compared entry with this formula, charge and spin (kcal per mole) = 68.74
- net charge = 0

Geometry as XYZ:
```
17
Properties=species:S:1:pos:R:3:forces:R:3:nbo_charge:R:1
O -1.072 0.328 -1.351 -0.1030 -0.0936 -0.0441 -0.527
C -1.081 1.407 0.826 -0.0073 0.0113 0.0306 -0.643
H -1.181 2.328 -1.137 0.0733 -0.1461 0.0839 0.188
H -1.735 -2.005 -0.375 0.1156 0.0112 -0.0772 0.212
H -2.127 1.094 0.899 0.1526 0.0673 -0.0029 0.212
H -0.056 -2.769 -0.649 -0.0296 0.1090 -0.0237 0.202
H -0.979 2.386 1.303 0.0278 -0.0853 -0.0318 0.216
C -0.258 -0.744 -1.170 0.0211 -0.3194 0.0301 0.136
O 2.076 0.182 1.544 0.0900 -0.3752 -0.2955 -0.505
C 2.279 -0.848 0.954 0.0491 0.2521 0.2717 0.281
H -0.454 0.698 1.374 -0.1260 0.0833 -0.0980 0.224
H 2.876 -0.887 0.022 -0.0796 0.0778 0.0583 0.107
H 1.903 -1.817 1.324 -0.0402 0.0450 0.0001 0.115
H 0.412 1.646 -0.733 -0.1939 -0.0256 -0.0064 0.170
C -0.676 1.496 -0.637 0.1182 0.3023 0.0938 -0.062
C -0.704 -1.902 -0.698 0.0660 0.0952 -0.0758 -0.481
H 0.777 -0.595 -1.496 -0.1340 -0.0094 0.0869 0.158
```
Positions in Å, forces in eV/Å.

---

# 7
This record from the OMol25 dataset describes 2 unconnected molecules or ions with the total composition C5H10O2. The level of theory is wB97M-V/def2-TZVPD.

Computed properties:
- largest force on an atom (eV/Å) = 0.71
- ΔE to the lowest compared entry with this formula, charge and spin (kcal per mole) = 118.36
- net charge = 0

Geometry as XYZ:
```
17
Properties=species:S:1:pos:R:3:forces:R:3:nbo_charge:R:1
H 1.013 1.412 -0.993 -0.1467 -0.0116 0.1250 0.202
H 4.443 -0.075 0.524 0.0640 -0.1469 0.0129 0.060
H -3.404 -0.659 -0.971 0.0918 -0.0795 0.0581 0.213
C -0.426 0.418 0.380 -0.3768 0.1718 0.0744 0.054
O 2.899 -1.131 0.884 0.0438 0.3289 -0.1605 -0.653
O 0.616 -0.450 -0.058 0.2653 0.1478 0.0268 -0.549
H 1.930 -1.174 0.661 0.2591 0.0009 0.0123 0.515
C -2.482 -0.762 -0.392 -0.1012 -0.0817 0.0116 -0.606
H -2.172 1.388 -0.258 -0.0724 -0.0854 -0.0662 0.209
C 3.379 -0.130 0.199 0.5347 -0.4236 0.1943 0.054
H -0.621 0.331 1.450 -0.0884 0.0458 -0.1141 0.183
C 0.857 0.976 -0.011 -0.0693 0.2085 -0.0527 -0.090
H -2.753 -0.938 0.655 -0.0204 0.0149 -0.1531 0.202
C -1.615 0.482 -0.520 -0.0896 0.0683 -0.0396 -0.422
H -1.256 0.600 -1.549 -0.0900 0.0058 0.1313 0.212
H -1.939 -1.642 -0.752 -0.1093 0.1146 0.0551 0.214
H 1.530 1.354 0.752 -0.0947 -0.2787 -0.1158 0.201
```
Positions in Å, forces in eV/Å.

---

# 8
This record from the OMol25 dataset describes 2 unconnected molecules or ions with the total composition C5H10O2. The level of theory is wB97M-V/def2-TZVPD.

Computed properties:
- largest force on an atom (eV/Å) = 0.80
- structure (SMILES) = C=CC(=C)C.OO
- ΔE to the lowest compared entry with this formula, charge and spin (kcal per mole) = 112.38
- net charge = 0

Geometry as XYZ:
```
17
Properties=species:S:1:pos:R:3:forces:R:3:nbo_charge:R:1
H 1.052 -2.113 -1.636 -0.0566 -0.0236 -0.2143 0.199
H -1.676 0.662 1.252 -0.1552 0.0509 -0.1796 0.197
C -1.107 -0.584 -1.025 0.0630 -0.0286 -0.0113 -0.654
H -1.010 -1.015 -2.018 -0.0186 -0.0024 -0.0572 0.218
H 1.866 -2.049 0.000 0.1296 -0.0274 0.2041 0.195
H 0.513 3.449 -0.680 0.2213 -0.1258 0.0740 0.465
O 0.276 2.518 -0.590 -0.7650 0.0344 -0.0951 -0.471
H 1.289 0.997 -0.146 -0.1951 0.1870 -0.0356 0.474
C 0.061 -0.538 1.230 0.0221 -0.0352 0.3359 -0.249
H -0.750 0.563 2.824 0.0714 0.0240 0.1728 0.203
O 1.538 1.913 -0.346 0.7965 -0.0104 0.0103 -0.465
H -2.049 -0.913 -0.590 -0.1105 0.0018 0.0142 0.219
H 0.895 -0.901 1.820 0.0592 -0.0002 0.1089 0.206
C 0.041 -0.999 -0.155 -0.0568 -0.1307 -0.3309 -0.048
H -1.136 0.502 -1.115 -0.0689 0.0736 -0.0305 0.237
C 1.035 -1.757 -0.620 -0.0114 0.0632 0.0497 -0.371
C -0.835 0.265 1.793 0.0751 -0.0507 -0.0157 -0.354
```
Positions in Å, forces in eV/Å.

---

Across the entries above, HOMO-LUMO gap takes the values 10.404; 10.840; 10.088; 4.302; 10.569; 10.126; 9.182; 9.932 eV, respectively.